[1]
DFT (ωB97M-V/def2-TZVPD) results for one molecule with the formula C3H3NO3 at a distorted geometry.

Results
Energy relative to the best compared isomer or geometry (same formula, charge and spin) (kcal per mole): 68.4
Structure (SMILES): [H]/N=C/C(=O)C(=O)O
Max |F| (hartree/bohr): 0.0848
E_HOMO (eV): -9.73
E_LUMO (eV): -0.40
HOMO-LUMO gap (eV): 9.33

ORCA input file:
```
! wB97M-V def2-TZVPD RIJCOSX def2/J DEFGRID3
* xyz 0 1
O 1.2608 0.8882 -0.6252
O 0.4696 -0.6007 2.1327
O 1.4455 -1.3380 -0.8529
N -1.5413 0.4102 -0.6975
C -0.9670 0.6197 0.3939
C 1.1993 -0.2411 -0.1620
C 0.1877 -0.4056 0.9870
H -1.3928 1.1225 1.2701
H -2.5228 0.6731 -0.7376
H 1.8610 -1.1283 -1.7084
*
```

=====

[2]
DFT (ωB97M-V/def2-TZVPD) results for one molecule with the formula C3H3NO3S at a distorted geometry.

Results
Energy relative to the best compared isomer or geometry (same formula, charge and spin) (kcal per mole): 84.2
Structure (SMILES): O=CO/N=C\C(O)=S
Max |F| (hartree/bohr): 0.1382
E_HOMO (eV): -9.53
E_LUMO (eV): -0.44
HOMO-LUMO gap (eV): 9.09

ORCA input file:
```
! wB97M-V def2-TZVPD RIJCOSX def2/J DEFGRID3
* xyz 0 1
S -0.2061 1.8360 2.2751
O -0.9272 -1.0325 -1.2396
O 0.7282 0.5613 -1.3960
O -1.2356 -0.3521 1.1069
N 1.5127 -0.1777 -0.4597
C -0.5097 -0.0349 -1.7620
C 1.0681 -0.1505 0.6973
C -0.1384 0.4783 1.3690
H -1.0526 -1.0010 0.5130
H 1.7946 -0.6380 1.4138
H -1.0340 0.5110 -2.5177
*
```

=====

[3]
DFT (ωB97M-V/def2-TZVPD) results for one molecule with the formula C3H3NO4 at a distorted geometry.

Results
Energy relative to the best compared isomer or geometry (same formula, charge and spin) (kcal per mole): 106.8
Structure (SMILES): O=CNOC(=O)C=O
Max |F| (hartree/bohr): 0.2017
E_HOMO (eV): -10.72
E_LUMO (eV): -1.48
HOMO-LUMO gap (eV): 9.23

ORCA input file:
```
! wB97M-V def2-TZVPD RIJCOSX def2/J DEFGRID3
* xyz 0 1
O -0.4417 -3.1395 0.6442
O -1.0094 3.0156 -0.5484
O -0.5051 -1.2779 -1.3046
O 0.7225 0.0117 0.1575
N 0.2551 1.0612 -0.7180
C -0.1596 2.2331 -0.1108
C 0.2756 -2.0819 0.8806
C 0.0761 -1.1452 -0.2869
H 0.5834 -1.8930 1.8325
H 0.6184 2.3595 0.8897
H -0.4152 0.8566 -1.4358
*
```

=====

[4]
DFT (ωB97M-V/def2-TZVPD) results for C3H3NO4 as an isolated structure at a distorted geometry.

Results
Energy relative to the best compared isomer or geometry (same formula, charge and spin) (kcal per mole): 163.4
Max |F| (hartree/bohr): 0.1250
E_HOMO (eV): -9.64
E_LUMO (eV): -0.25
HOMO-LUMO gap (eV): 9.39

ORCA input file:
```
! wB97M-V def2-TZVPD RIJCOSX def2/J DEFGRID3
* xyz 0 1
O -0.4807 0.9038 -0.3477
O -2.2911 -0.0866 0.2374
O 1.3781 1.6716 0.1341
O 2.2848 -1.0816 0.0691
N 0.8603 0.7151 -0.6254
C 1.0955 -0.7009 -0.1032
C -0.2047 -1.3357 -0.0550
C -1.0066 -0.3053 -0.2499
H -2.6651 0.8911 -0.1344
H -0.2504 -2.4281 -0.3117
H 1.2798 1.7567 1.3865
*
```

=====

[5]
DFT (ωB97M-V/def2-TZVPD) results for a 2-piece molecular cluster, C3H3NOS overall at a distorted geometry.

Results
Energy relative to the best compared isomer or geometry (same formula, charge and spin) (kcal per mole): 70.0
Max |F| (hartree/bohr): 0.0740
E_HOMO (eV): -10.06
E_LUMO (eV): -0.85
HOMO-LUMO gap (eV): 9.21

ORCA input file:
```
! wB97M-V def2-TZVPD RIJCOSX def2/J DEFGRID3
* xyz 0 1
S 0.2109 -1.3645 0.3291
O -1.7817 1.0759 0.1201
N 2.9534 0.9561 0.0408
C 0.4780 0.4404 0.4387
C -0.6081 1.4846 0.1284
C 1.8307 0.7506 0.0461
H -1.1305 -1.4086 0.3528
H -0.3578 2.5841 0.0614
H 0.8064 1.1514 1.8769
*
```

=====

[6]
DFT (ωB97M-V/def2-TZVPD) results for one molecule with the formula C3H3NOS at a distorted geometry.

Results
Energy relative to the best compared isomer or geometry (same formula, charge and spin) (kcal per mole): 43.5
Structure (SMILES): S=c1cc[nH]o1
Max |F| (hartree/bohr): 0.0576
E_HOMO (eV): -8.38
E_LUMO (eV): 0.21
HOMO-LUMO gap (eV): 8.59

ORCA input file:
```
! wB97M-V def2-TZVPD RIJCOSX def2/J DEFGRID3
* xyz 0 1
S -1.0182 1.7033 0.1619
O 0.4181 -0.0720 -1.0065
N 1.0618 -1.2770 -0.8360
C 0.7484 -1.6687 0.4695
C -0.0946 -0.7915 1.0026
C -0.1892 0.2951 0.1193
H -0.5042 -0.9913 2.0115
H 2.0312 -1.2368 -1.1528
H 1.1996 -2.5194 0.9063
*
```

=====

[7]
DFT (ωB97M-V/def2-TZVPD) results for one molecule with the formula C3H3NOS at a distorted geometry.

Results
Energy relative to the best compared isomer or geometry (same formula, charge and spin) (kcal per mole): 30.2
Structure (SMILES): O=C1CC=NS1
Max |F| (hartree/bohr): 0.1289
E_HOMO (eV): -9.01
E_LUMO (eV): 0.10
HOMO-LUMO gap (eV): 9.12

ORCA input file:
```
! wB97M-V def2-TZVPD RIJCOSX def2/J DEFGRID3
* xyz 0 1
S -0.2085 -2.0211 0.0485
O 2.2556 -0.8057 -0.1248
N -1.3956 -1.0178 -0.0413
C 0.2725 0.6545 0.1655
C -1.2159 0.3006 -0.1037
C 1.0284 -0.7214 -0.0551
H 0.5269 1.4756 -0.5900
H 0.6767 1.1790 1.1319
H -1.9401 0.9564 -0.4309
*
```

=====

[8]
DFT (ωB97M-V/def2-TZVPD) results for one molecule with the formula C3H3NOS2 at a distorted geometry.

Results
Energy relative to the best compared isomer or geometry (same formula, charge and spin) (kcal per mole): 45.8
Structure (SMILES): S=C1C=NSCO1
Max |F| (hartree/bohr): 0.0391
E_HOMO (eV): -9.10
E_LUMO (eV): -1.18
HOMO-LUMO gap (eV): 7.92

ORCA input file:
```
! wB97M-V def2-TZVPD RIJCOSX def2/J DEFGRID3
* xyz 0 1
S 2.0484 -0.0723 -0.3862
S -2.5306 -0.0171 -0.1818
O -0.2701 1.1271 -0.0097
N 1.1497 -1.3174 0.2100
C -0.1123 -1.1905 0.3788
C -0.9180 -0.0280 0.0703
C 1.0494 1.2504 0.4540
H -0.7352 -2.0274 0.6293
H 1.3564 2.2623 0.1162
H 1.0937 1.2094 1.5311
*
```

=====

[9]
DFT (ωB97M-V/def2-TZVPD) results for one molecule with the formula C3H3NOS2 at a distorted geometry.

Results
Energy relative to the best compared isomer or geometry (same formula, charge and spin) (kcal per mole): 19.6
Structure (SMILES): S=c1[nH]cc(S)o1
Max |F| (hartree/bohr): 0.0369
E_HOMO (eV): -8.00
E_LUMO (eV): 0.57
HOMO-LUMO gap (eV): 8.57

ORCA input file:
```
! wB97M-V def2-TZVPD RIJCOSX def2/J DEFGRID3
* xyz 0 1
S 2.6763 -0.4533 -0.0142
S -2.6535 -0.5905 -0.0097
O 0.0266 -0.6763 0.0064
N -0.7859 1.3483 -0.0111
C 0.6103 1.4441 -0.0006
C 1.0530 0.1866 0.0102
C -1.1457 0.0340 0.0387
H 1.0965 2.4134 0.0688
H 2.2504 -1.7372 0.0893
H -1.5277 2.0079 -0.0397
*
```

=====

[10]
DFT (ωB97M-V/def2-TZVPD) results for a 2-piece molecular cluster, C3H3NOS2 overall at a distorted geometry.

Results
Energy relative to the best compared isomer or geometry (same formula, charge and spin) (kcal per mole): 114.8
Max |F| (hartree/bohr): 0.1740
E_HOMO (eV): -9.40
E_LUMO (eV): -1.62
HOMO-LUMO gap (eV): 7.79

ORCA input file:
```
! wB97M-V def2-TZVPD RIJCOSX def2/J DEFGRID3
* xyz 0 1
S -1.5959 -1.9804 1.1982
S 1.0573 2.1381 -1.8224
O 2.4799 -0.2481 0.0821
N -0.0309 -0.0071 -0.1746
C -1.1956 -0.4798 0.5032
C -0.0665 1.3883 -0.7236
C 1.2340 -0.7267 0.1815
H 1.1092 -2.0379 0.9205
H -2.0371 0.0246 0.1345
H -0.9544 1.9291 -0.2993
*
```

=====

[11]
DFT (ωB97M-V/def2-TZVPD) results for a 2-piece molecular cluster, C3H3NOS2 overall at a distorted geometry.

Results
Energy relative to the best compared isomer or geometry (same formula, charge and spin) (kcal per mole): 58.6
Structure (SMILES): O=C1S[C@@H]1S.C#N
Max |F| (hartree/bohr): 0.0479
E_HOMO (eV): -9.56
E_LUMO (eV): 0.13
HOMO-LUMO gap (eV): 9.70

ORCA input file:
```
! wB97M-V def2-TZVPD RIJCOSX def2/J DEFGRID3
* xyz 0 1
S 3.6431 0.2327 0.6070
S 1.7028 -1.6875 -0.9204
O 1.8790 1.9291 -0.7460
N -1.6184 1.0897 0.3011
C 1.8625 -0.3907 0.2734
C -1.1631 1.8235 -0.4652
C 2.2090 0.8996 -0.2782
H 2.2392 -2.6897 -0.0288
H -0.8858 2.7085 -0.9921
H 1.2475 -0.2430 1.1457
*
```

=====

[12]
DFT (ωB97M-V/def2-TZVPD) results for one molecule with the formula C3H3NOS2 at a distorted geometry.

Results
Energy relative to the best compared isomer or geometry (same formula, charge and spin) (kcal per mole): 31.2
Structure (SMILES): [H]/N=C1\SCOC1=S
Max |F| (hartree/bohr): 0.0380
E_HOMO (eV): -8.95
E_LUMO (eV): -0.68
HOMO-LUMO gap (eV): 8.28

ORCA input file:
```
! wB97M-V def2-TZVPD RIJCOSX def2/J DEFGRID3
* xyz 0 1
S -2.6730 -0.3940 -0.0007
S 1.4325 0.5991 0.0057
O -0.2964 -1.3965 0.0021
N -0.8901 2.0783 -0.0033
C -0.3181 0.9726 0.0001
C -1.0559 -0.3009 0.0006
C 1.0836 -1.1921 0.0008
H 1.5239 -1.6454 0.8947
H -0.3281 2.9184 -0.0026
H 1.5216 -1.6394 -0.8974
*
```

=====

[13]
DFT (ωB97M-V/def2-TZVPD) results for one molecule with the formula C3H3NS at a distorted geometry.

Results
Energy relative to the best compared isomer or geometry (same formula, charge and spin) (kcal per mole): 53.4
Structure (SMILES): C#C/C=N/S
Max |F| (hartree/bohr): 0.0795
E_HOMO (eV): -8.73
E_LUMO (eV): 0.08
HOMO-LUMO gap (eV): 8.81

ORCA input file:
```
! wB97M-V def2-TZVPD RIJCOSX def2/J DEFGRID3
* xyz 0 1
S -0.6628 1.4830 1.9936
N -0.0598 0.7298 0.5729
C 0.5502 -1.0158 -2.0040
C -0.2255 -0.5746 0.4226
C 0.1453 -0.9289 -0.8606
H -0.0303 2.6462 1.6869
H -0.5021 -1.2633 1.2854
H 0.7849 -1.0765 -3.0968
*
```

=====

[14]
DFT (ωB97M-V/def2-TZVPD) results for a 2-piece molecular cluster, C3H3NS overall at a distorted geometry.

Results
Energy relative to the best compared isomer or geometry (same formula, charge and spin) (kcal per mole): 117.3
Max |F| (hartree/bohr): 0.1140
E_HOMO (spin up / spin down) (eV): -7.90 / -7.90
E_LUMO (spin up / spin down) (eV): -1.41 / -1.41
HOMO-LUMO gap (spin up / spin down) (eV): 6.49 / 6.49

ORCA input file:
```
! wB97M-V def2-TZVPD RIJCOSX def2/J DEFGRID3
* xyz 0 1
S 3.1794 0.3858 0.0268
N 0.4574 -1.3218 0.0347
C 0.6863 -0.0176 -0.1003
C -0.3465 2.3236 0.0549
C 0.1076 1.1902 -0.0524
H 1.2759 -1.8720 0.3108
H -0.4762 -1.5643 0.3262
H -1.0139 3.0277 0.4336
*
```

=====

[15]
DFT (ωB97M-V/def2-TZVPD) results for one molecule with the formula C3H3NS at a distorted geometry.

Results
Energy relative to the best compared isomer or geometry (same formula, charge and spin) (kcal per mole): 11.3
Structure (SMILES): CC(=S)C#N
Max |F| (hartree/bohr): 0.0558
E_HOMO (spin up / spin down) (eV): -9.64 / -9.64
E_LUMO (spin up / spin down) (eV): -1.68 / -1.68
HOMO-LUMO gap (spin up / spin down) (eV): 7.95 / 7.95

ORCA input file:
```
! wB97M-V def2-TZVPD RIJCOSX def2/J DEFGRID3
* xyz 0 1
S -0.3745 -0.6387 -2.8782
N -3.4123 -0.7558 -0.7540
C -2.2737 -0.6915 -0.9540
C -0.1038 -0.0899 -0.1544
C -0.9435 -0.3720 -1.3508
H 0.6582 0.7161 -0.3726
H 0.4212 -1.0382 0.2019
H -0.9356 0.2748 0.5437
*
```

=====

[16]
DFT (ωB97M-V/def2-TZVPD) results for one molecule with the formula C3H3NS2 at a distorted geometry.

Results
Energy relative to the best compared isomer or geometry (same formula, charge and spin) (kcal per mole): 1.4
Structure (SMILES): S=C1CC=NS1
Max |F| (hartree/bohr): 0.0215
E_HOMO (eV): -8.80
E_LUMO (eV): -0.39
HOMO-LUMO gap (eV): 8.41

ORCA input file:
```
! wB97M-V def2-TZVPD RIJCOSX def2/J DEFGRID3
* xyz 0 1
S -1.4518 1.3016 0.1328
S -0.4040 0.7422 -2.6198
N -0.9384 0.4206 1.4701
C -0.3817 0.5161 -1.0151
C 0.0228 -0.3731 1.1825
C 0.5050 -0.3759 -0.2193
H 0.6538 -1.3454 -0.7344
H 1.5071 0.0646 -0.1841
H 0.4871 -0.9507 1.9873
*
```

=====

[17]
DFT (ωB97M-V/def2-TZVPD) results for C3H3O2Yb as an isolated structure at a distorted geometry.

Results
Energy relative to the best compared isomer or geometry (same formula, charge and spin) (kcal per mole): 110.5
Max |F| (hartree/bohr): 0.0425
E_HOMO (spin up / spin down) (eV): -11.69 / -11.69
E_LUMO (spin up / spin down) (eV): -6.06 / -6.06
HOMO-LUMO gap (spin up / spin down) (eV): 5.63 / 5.63

ORCA input file:
```
! wB97M-V def2-TZVPD RIJCOSX def2/J DEFGRID3
* xyz 1 1
Yb 0.1371 0.5555 -2.8418
O 0.1882 0.2420 -0.5325
O -1.5420 -0.2490 -1.7097
C -1.1834 -0.2141 -0.5101
C 0.8110 -0.0009 0.7397
C -0.1798 -0.5718 1.6290
H 1.2588 0.9522 1.0716
H -1.0858 0.0571 1.5615
H 1.5958 -0.7709 0.5922
*
```

=====

[18]
DFT (ωB97M-V/def2-TZVPD) results for C3H3O2Yb as an isolated structure at a distorted geometry.

Results
Energy relative to the best compared isomer or geometry (same formula, charge and spin) (kcal per mole): 0.0
Max |F| (hartree/bohr): 0.1316
E_HOMO (spin up / spin down) (eV): -9.87 / -13.01
E_LUMO (spin up / spin down) (eV): -4.46 / -6.30
HOMO-LUMO gap (spin up / spin down) (eV): 5.41 / 6.72

ORCA input file:
```
! wB97M-V def2-TZVPD RIJCOSX def2/J DEFGRID3
* xyz 1 3
Yb 2.3151 0.0069 0.1054
O -1.9488 1.8959 -0.0320
O 0.1713 -0.7717 -0.1559
C -2.1453 -1.5636 0.2149
C -1.5676 0.7753 -0.0414
C -1.1085 -0.4657 0.0970
H -1.8091 -2.2971 0.9666
H -2.2460 -2.0960 -0.7432
H -3.1303 -1.1858 0.5201
*
```

=====

[19]
DFT (ωB97M-V/def2-TZVPD) results for an isolated ion of composition C3H3O3 and charge +1 at a distorted geometry.

Results
Energy relative to the best compared isomer or geometry (same formula, charge and spin) (kcal per mole): 59.1
Max |F| (hartree/bohr): 0.1036
E_HOMO (eV): -16.57
E_LUMO (eV): -6.46
HOMO-LUMO gap (eV): 10.11

ORCA input file:
```
! wB97M-V def2-TZVPD RIJCOSX def2/J DEFGRID3
* xyz 1 1
O 1.7375 -1.9738 0.3500
O -1.1029 0.8835 0.8693
O -0.3985 0.4260 -1.4235
C 1.1177 -1.3289 -0.2927
C -0.1846 0.8266 -0.0928
C 0.0217 -0.5822 -0.5539
H -0.8799 -1.2986 -0.4414
H 0.5473 1.6166 0.0517
H -0.8583 1.4308 1.5334
*
```

=====

[20]
DFT (ωB97M-V/def2-TZVPD) results for a 2-piece molecular cluster, C3H3O3P overall at a distorted geometry.

Results
Energy relative to the best compared isomer or geometry (same formula, charge and spin) (kcal per mole): 20.7
Structure (SMILES): C=CP=O.O=C=O
Max |F| (hartree/bohr): 0.0696
E_HOMO (eV): -9.54
E_LUMO (eV): -1.02
HOMO-LUMO gap (eV): 8.52

ORCA input file:
```
! wB97M-V def2-TZVPD RIJCOSX def2/J DEFGRID3
* xyz 0 1
P 0.1856 1.8597 -0.1443
O 2.7584 -0.3286 -0.5495
O 1.0049 0.9333 0.6348
O 2.1140 -2.4265 0.0723
C -1.6434 -0.1175 0.2288
C 2.4113 -1.3746 -0.2772
C -1.3961 1.0537 -0.2798
H -2.5666 -0.7174 0.3653
H -0.7890 -0.7540 0.5960
H -2.0791 1.8719 -0.6464
*
```